Entry 1
The following is a quantum chemistry calculation of a molecular structure, C3H7NOS, from the Open Molecules 2025 dataset.

The calculation puts the frontier orbital gap at 9.823 eV. As for the highest occupied orbital energy: -0.330 Ha.

The geometry in ORCA input format:
```
! wB97M-V def2-TZVPD RIJCOSX def2/J DEFGRID3
* xyz 0 1
S 2.0627 0.2409 -0.0117
O 2.5383 0.8512 1.2195
N -0.2334 0.0746 0.3333
C -1.6321 -0.2077 -0.1124
C 0.6817 -1.0237 0.3840
C 0.4432 1.0450 -0.3656
H -1.4480 -1.1058 -0.6283
H -2.0519 0.4830 -0.7978
H 0.4005 1.0259 -1.7909
H 0.1593 1.9842 0.0579
H -2.3189 -0.1179 0.7437
H 0.6539 -1.7681 -0.4529
H 0.7446 -1.4816 1.4212
*
```

Atom charges from the natural (NBO) analysis, given in e for atoms 1 to 8: atom 1 (S): 1.230, atom 2 (O): -0.954, atom 3 (N): -0.459, atom 4 (C): -0.427, atom 5 (C): -0.395, atom 6 (C): -0.339, atom 7 (H): 0.197, atom 8 (H): 0.206


Entry 2
The following is a quantum chemistry calculation of a molecular structure, C3H7NOS, from the Open Molecules 2025 dataset.

The calculation puts the frontier orbital gap at 9.722 eV. As for the highest occupied orbital energy: -0.326 Ha.

The geometry in ORCA input format:
```
! wB97M-V def2-TZVPD RIJCOSX def2/J DEFGRID3
* xyz 0 1
S 0.1910 0.2612 -2.4170
O -0.8387 -1.3298 0.7775
N -1.4677 -0.4930 -0.1830
C 1.0406 0.1195 0.2363
C 0.3121 -0.6971 1.3027
C -0.0089 0.6808 -0.7402
H -1.0164 0.7782 -2.6577
H 1.5311 0.9354 0.6432
H 0.1515 -0.0374 2.1277
H -0.4170 1.6677 -0.6787
H 1.6978 -0.5943 -0.2035
H 0.9881 -1.3858 1.5343
H -2.1634 0.0945 0.2583
*
```

Atom charges from the natural (NBO) analysis, given in e for atoms 1 to 8: atom 1 (S): 0.058, atom 2 (O): -0.388, atom 3 (N): -0.363, atom 4 (C): -0.469, atom 5 (C): -0.052, atom 6 (C): -0.207, atom 7 (H): 0.125, atom 8 (H): 0.226


Entry 3
The following is a quantum chemistry calculation of 2 unconnected molecules or ions with the total composition C3H7NOS, from the Open Molecules 2025 dataset.

The calculation puts the frontier orbital gap (spin up / spin down) at 8.703 / 7.626 eV. As for the highest occupied orbital energy (spin up / spin down): -0.321 / -0.288 Ha.

The geometry in ORCA input format:
```
! wB97M-V def2-TZVPD RIJCOSX def2/J DEFGRID3
* xyz 0 1
S -1.6235 0.3438 -1.8206
O -1.6027 -0.6337 0.5207
N -1.4609 -1.5504 1.4841
C -1.2735 -0.9460 -0.6254
C 1.8678 1.2945 -0.4115
C 2.0510 0.2996 0.4306
H -2.6406 1.0346 -1.2197
H 1.1545 -0.3159 0.8123
H 2.6810 2.0145 -0.5899
H -1.9651 -1.2631 2.2643
H 0.9032 1.6274 -0.7073
H -1.1663 -2.0267 -0.9898
H 3.0752 0.1213 0.8522
*
```

Atom charges from the natural (NBO) analysis, given in e for atoms 1 to 8: atom 1 (S): -0.019, atom 2 (O): -0.230, atom 3 (N): -0.482, atom 4 (C): 0.060, atom 5 (C): -0.402, atom 6 (C): -0.391, atom 7 (H): 0.149, atom 8 (H): 0.203


Most stable of them? entry 1.


Entry 1
The following is a quantum chemistry calculation of 2 unconnected molecules or ions with the total composition C4H15N2S, from the Open Molecules 2025 dataset.

The calculation puts the frontier orbital gap at 9.648 eV. As for the highest occupied orbital energy: -0.473 Ha.

The geometry in ORCA input format:
```
! wB97M-V def2-TZVPD RIJCOSX def2/J DEFGRID3
* xyz 1 1
S 1.8860 -1.7480 -0.3431
N -0.6809 -0.5092 2.7458
N 0.0117 0.1473 -2.2538
C -1.4093 1.5636 -0.7395
C -0.0081 -1.3761 1.7135
C 1.3230 -0.8348 1.1853
C -0.3365 1.5471 -1.7782
H 2.1050 -0.9420 1.9552
H -0.6369 2.0776 -2.6846
H 0.6003 1.9760 -1.4084
H -0.8203 -0.3366 -2.5007
H 0.4040 -0.4490 -1.4908
H 3.0170 -0.9565 -0.5687
H 0.5882 0.1745 -3.0769
H -0.1950 -0.4139 3.6320
H -1.5244 -1.0325 3.0545
H -2.3619 1.3737 -1.2473
H -1.4459 2.5704 -0.2057
H 1.2396 0.2411 0.9971
H -0.7250 -1.4990 0.8832
H -1.2655 0.8232 0.0497
H 0.2351 -2.3968 2.0814
*
```

Atom charges from the natural (NBO) analysis, given in e for atoms 1 to 8: atom 1 (S): -0.066, atom 2 (N): -0.840, atom 3 (N): -0.694, atom 4 (C): -0.655, atom 5 (C): -0.236, atom 6 (C): -0.504, atom 7 (C): -0.217, atom 8 (H): 0.236


Entry 2
The following is a quantum chemistry calculation of 2 unconnected molecules or ions with the total composition C4H15N2S, from the Open Molecules 2025 dataset.

The calculation puts the frontier orbital gap at 9.600 eV. As for the highest occupied orbital energy: -0.463 Ha.

The geometry in ORCA input format:
```
! wB97M-V def2-TZVPD RIJCOSX def2/J DEFGRID3
* xyz 1 1
S 3.3494 -2.5646 0.7505
N 0.8911 0.7840 0.1778
N -1.7150 1.0957 -0.2760
C 1.2777 -0.6926 0.1535
C -1.7883 0.1521 -1.3996
C 2.7124 -0.8469 0.6646
C -2.6029 0.7852 0.8623
H 1.5562 1.1604 -0.4815
H -1.1834 0.5001 -2.2625
H -2.7889 0.0902 -1.8478
H -0.2622 0.9966 -0.0169
H 1.0433 1.1403 1.1335
H 2.8997 -0.4186 1.6613
H 1.1775 -1.1284 -0.9035
H 0.5030 -1.1890 0.7707
H -2.0984 1.9920 -0.6336
H 3.5959 -2.5722 -0.5627
H -2.5100 1.4656 1.6914
H 3.3410 -0.3473 -0.1069
H -3.6229 0.7281 0.4787
H -2.3132 -0.2554 1.2620
H -1.4618 -0.8756 -1.1152
*
```

Atom charges from the natural (NBO) analysis, given in e for atoms 1 to 8: atom 1 (S): 0.034, atom 2 (N): -0.749, atom 3 (N): -0.628, atom 4 (C): -0.240, atom 5 (C): -0.448, atom 6 (C): -0.558, atom 7 (C): -0.423, atom 8 (H): 0.418


Most stable of them? entry 1.